Record 1
Molecular formula: C3H3NO2
Method: DFT, ωB97M-V/def2-TZVPD

The geometry in XYZ format:
```
9
Properties=species:S:1:pos:R:3:forces:R:3
N -0.294 -1.638 -1.684 0.17 0.44 0.86
C -0.132 -1.102 -0.669 -0.12 -0.44 -0.74
C 0.064 -0.473 0.593 -0.10 0.31 -0.22
O 0.112 -1.209 1.762 0.21 -0.06 0.17
C 0.077 0.858 0.711 0.12 0.78 0.27
O 0.131 1.999 0.903 -0.09 -0.98 -0.19
H 1.040 -1.355 1.991 -0.14 -0.12 -0.01
H -0.884 1.448 -1.721 0.04 0.04 -0.10
H -0.173 1.568 -1.901 -0.08 0.02 -0.05
```
Positions in Å, forces in eV/Å.

Computed properties:
LUMO energy, Eh: -0.0174
Frontier orbital gap, eV: 9.238
Energy, hartree: -321.24760
Charge: 0
E_HOMO, eV: -9.7
Energy above the lowest of the compared OMol25 structures with the same formula, charge and spin, kcal/mol: 81.6
Structure (SMILES): N#CC(O)=C=O.[H][H]
Molecular weight, g mol⁻¹: 85.06

---

Record 2
Molecular formula: C5H14
Method: DFT, ωB97M-V/def2-TZVPD

The geometry in XYZ format:
```
19
Properties=species:S:1:pos:R:3:forces:R:3
C -0.534 2.943 -0.805 0.01 0.30 0.16
C 0.246 1.925 -1.642 0.71 0.33 -0.05
C 0.276 0.568 -0.973 0.49 -0.34 -0.69
H 0.183 3.581 -0.278 -0.20 -0.02 0.07
H -1.133 2.443 -0.041 -0.07 0.01 -0.07
H -1.195 3.614 -1.355 0.05 -0.14 -0.18
H -0.032 1.867 -2.696 -0.38 0.01 0.12
H 1.293 2.263 -1.655 -0.17 0.00 -0.20
H -0.673 0.038 -1.008 -0.20 0.17 0.37
H 0.995 -0.090 -1.469 0.02 0.02 -0.01
H 0.655 0.724 0.028 -0.26 -0.26 0.44
C 0.602 -2.029 1.596 -0.07 0.07 0.27
C -0.600 -2.940 1.395 -0.43 -0.37 -0.39
H 0.338 -1.013 1.336 -0.12 0.32 0.24
H 0.945 -2.051 2.638 0.02 0.03 -0.26
H 1.448 -2.256 0.948 -0.02 -0.33 -0.01
H -1.326 -2.906 2.215 0.24 0.21 -0.03
H -1.161 -2.693 0.484 0.19 0.07 0.13
H -0.326 -3.988 1.283 0.17 -0.06 0.09
```
Positions in Å, forces in eV/Å.

Computed properties:
LUMO energy, Eh: 0.0423
Frontier orbital gap, eV: 12.466
Energy, hartree: -198.87876
Charge: 0
E_HOMO, eV: -11.3
Energy above the lowest of the compared OMol25 structures with the same formula, charge and spin, kcal/mol: 6.5
Structure (SMILES): CCC.CC
Molecular weight, g mol⁻¹: 74.17

---

Record 3
Molecular formula: C21H15ClN6O2S
Method: DFT, ωB97M-V/def2-TZVPD

The geometry in XYZ format:
```
46
Properties=species:S:1:pos:R:3:forces:R:3
C 1.802 4.080 0.930 -0.05 0.32 -0.14
C 2.275 2.667 0.941 0.42 0.30 0.93
C 2.924 2.189 2.046 -0.23 0.29 -0.35
C 3.358 0.857 2.125 -0.08 -0.38 -0.43
C 3.074 0.016 1.097 0.27 0.33 0.50
C 2.366 0.482 -0.036 -0.05 -0.03 -0.02
N 2.025 -0.407 -0.938 0.18 -0.50 -0.14
C 1.314 -0.023 -2.007 0.25 0.59 0.06
C 0.760 -1.130 -2.840 -0.37 -0.16 0.20
S -0.979 -1.390 -2.296 0.08 -0.08 -0.45
C -0.573 -1.596 -0.579 0.27 -0.67 -0.56
N 0.174 -2.605 -0.292 -0.11 -0.39 -0.24
C 0.621 -2.623 0.979 -0.35 0.99 0.57
N 1.426 -3.530 1.553 -0.21 0.14 -0.39
N 1.714 -3.197 2.821 0.45 -0.23 0.75
C 1.097 -2.068 3.074 -0.13 -0.01 -0.28
C 0.372 -1.635 1.943 0.16 -0.70 -0.42
C -0.458 -0.514 1.619 0.12 -0.16 0.07
O -0.736 0.442 2.306 0.00 0.06 0.22
N -0.965 -0.621 0.286 0.03 0.27 0.29
C -1.921 0.346 -0.125 -0.42 0.27 -0.05
C -1.614 1.698 -0.095 -0.09 -0.09 -0.07
C -2.552 2.635 -0.486 0.09 -0.02 0.00
C -3.807 2.226 -0.903 -0.03 -0.06 0.00
C -4.133 0.881 -0.917 -0.01 -0.06 -0.02
C -3.195 -0.058 -0.521 0.18 0.31 0.20
Cl -3.607 -1.736 -0.516 -0.23 -0.12 0.04
C 1.048 1.293 -2.258 0.07 -0.16 -0.01
C 1.474 2.319 -1.367 -0.13 -0.05 -0.46
O 1.378 3.510 -1.580 0.00 0.12 0.04
N 2.038 1.830 -0.126 0.04 -0.52 -0.17
H 0.746 4.139 0.675 0.00 0.08 0.02
H 1.956 4.518 1.913 0.02 -0.10 0.08
H 2.339 4.665 0.186 -0.09 0.04 0.07
H 3.097 2.855 2.876 -0.06 0.13 0.01
H 3.887 0.511 2.999 0.05 -0.08 0.09
H 3.346 -1.026 1.098 -0.01 -0.12 -0.02
H 1.305 -2.058 -2.680 0.07 0.09 -0.08
H 0.693 -0.875 -3.894 0.01 -0.01 -0.04
H 1.799 -4.374 1.147 -0.03 0.11 0.04
H 1.175 -1.599 4.033 0.06 0.06 0.25
H -0.640 2.007 0.246 0.07 0.00 0.04
H -2.298 3.683 -0.469 0.03 0.10 0.00
H -4.540 2.954 -1.213 -0.08 0.06 -0.03
H -5.112 0.552 -1.227 -0.08 -0.05 -0.04
H 0.523 1.613 -3.143 -0.08 0.07 -0.06
```
Positions in Å, forces in eV/Å.

Computed properties:
LUMO energy, Eh: 0.0007
Frontier orbital gap, eV: 8.143
Energy, hartree: -2146.70002
Charge: 0
E_HOMO, eV: -8.1
Structure (SMILES): Cc1cccc2nc(CSc3nc4[nH]ncc4c(=O)n3-c3ccccc3Cl)cc(=O)n12
Molecular weight, g mol⁻¹: 450.91